Entry from the OMol25 dataset: a gas-phase ion, C4H8FN2 (charge +1) at a distorted geometry (ωB97M-V/def2-TZVPD).

The geometry in ORCA input format:
```
! wB97M-V def2-TZVPD RIJCOSX def2/J DEFGRID3
* xyz 1 1
C -1.1428 0.1809 0.2076
C -0.1792 -0.6549 0.0985
C 1.5865 -0.1916 0.0945
C -2.5820 -0.2461 0.1107
N 1.9647 1.0158 0.0340
N 2.3955 -1.2348 0.0753
F -0.1564 -1.9616 -0.0683
H -1.0833 1.3237 0.1174
H -2.6316 -1.3445 0.0154
H -3.2300 0.1799 0.9319
H -2.9168 0.2454 -0.7773
H 1.3114 1.7968 0.0331
H 2.9429 1.1616 0.1316
H 1.8525 -2.0958 0.2928
H 3.3757 -1.0496 0.1211
*
```

Output
Highest occupied orbital energy: -14.4149 eV
Total energy: -9967.3233 eV

=====

Entry from the OMol25 dataset: a molecular structure, C4H8FN2 at a distorted geometry (ωB97M-V/def2-TZVPD).

The geometry in ORCA input format:
```
! wB97M-V def2-TZVPD RIJCOSX def2/J DEFGRID3
* xyz 1 1
C -1.8380 -0.9450 -0.3787
C 0.2789 -1.2900 0.4860
C -0.9318 0.7588 -0.4593
C 0.2331 0.2433 0.3365
N -1.0272 -1.7564 0.1488
N 1.5616 0.7767 -0.1003
F -1.7319 1.5531 0.2240
H -2.8437 -0.7626 -0.7808
H 1.0721 -1.8604 -0.0650
H 0.2790 -1.5759 1.5375
H -0.8652 1.2403 -1.4281
H 0.0606 0.7699 1.3384
H 1.4941 1.7478 -0.2216
H 1.7867 0.5087 -1.0807
H 2.4718 0.5918 0.4433
*
```

Output
Highest occupied orbital energy: -13.2287 eV
Total energy: -9965.6884 eV

=====

Entry from the OMol25 dataset: 2 unconnected molecules or ions with the total composition C4H8FNO at a distorted geometry (ωB97M-V/def2-TZVPD).

The geometry in ORCA input format:
```
! wB97M-V def2-TZVPD RIJCOSX def2/J DEFGRID3
* xyz 0 1
C -0.2320 -1.6904 -0.2362
C 1.1301 -1.7946 0.3401
C -0.0963 2.8875 -1.0526
C -0.8948 0.3017 0.9938
N -1.0188 -0.5195 0.0807
O 0.2073 2.1624 -0.1644
F -1.9287 1.2674 1.0918
H -0.1755 -1.5861 -1.3330
H 1.0751 -2.3135 1.3138
H 1.7085 -0.7667 0.5228
H 1.7231 -2.4626 -0.4280
H -0.3307 2.7598 -2.1555
H -0.1272 3.9732 -0.7751
H -0.8027 -2.6072 0.0003
H -0.2373 0.3885 1.8016
*
```

Output
Highest occupied orbital energy: -9.7366 eV
Total energy: -10530.3407 eV

=====

Entry from the OMol25 dataset: 2 unconnected molecules or ions with the total composition C4H8FP at a distorted geometry (ωB97M-V/def2-TZVPD).

The geometry in ORCA input format:
```
! wB97M-V def2-TZVPD RIJCOSX def2/J DEFGRID3
* xyz 0 1
C 1.7899 0.8876 0.4231
C -2.9772 0.3869 0.6210
C 1.8423 -1.5386 -0.7504
C -1.8399 0.8542 0.1575
F 2.1002 1.4013 -0.8251
P 1.3842 -0.6723 0.8393
H -3.6518 0.8865 1.3973
H -3.4014 -0.5140 0.2535
H 1.7031 1.6009 1.2445
H 2.3571 -2.5199 -0.6361
H 0.8935 -1.9687 -1.1728
H 2.4671 -0.8250 -1.4647
H -1.2636 0.2961 -0.5418
H -1.4034 1.7250 0.4547
*
```

Output
Highest occupied orbital energy: -9.3075 eV
Total energy: -16281.0184 eV

=====

Entry from the OMol25 dataset: 2 unconnected molecules or ions with the total composition C4H8IN2 at a distorted geometry (ωB97M-V/def2-TZVPD).

The geometry in ORCA input format:
```
! wB97M-V def2-TZVPD RIJCOSX def2/J DEFGRID3
* xyz 1 1
C -0.0498 -1.5224 -0.4979
C -0.2227 2.1678 0.1091
C -1.2950 -1.3060 -0.8978
C 0.6216 -0.8681 0.6882
N -0.9842 2.9735 -0.1912
N 1.6561 0.2533 0.3632
I -2.6957 -0.1997 0.1602
H 0.5921 -2.2714 -1.0680
H -1.8721 -1.9266 -1.6864
H 1.1918 -1.6039 1.2168
H -0.3351 -0.3388 1.1780
H -1.9114 3.3210 -0.4081
H 2.2505 0.3465 1.2434
H 0.8229 1.1166 0.1509
H 2.2313 -0.1417 -0.3605
*
```

Output
Highest occupied orbital energy: -12.9743 eV
Total energy: -15349.0743 eV

=====

Entry from the OMol25 dataset: a gas-phase ion, C4H8IN2 (charge +1) at a distorted geometry (ωB97M-V/def2-TZVPD).

The geometry in ORCA input format:
```
! wB97M-V def2-TZVPD RIJCOSX def2/J DEFGRID3
* xyz 1 1
C -1.4990 -0.0104 -0.9347
C 1.7198 -0.5969 0.5001
C 0.3486 -0.6925 0.3580
C -0.0127 1.6864 -0.2684
N -0.4170 0.3019 -0.3218
N -0.5128 -1.7639 0.7360
I 3.1565 0.6557 -0.3408
H -2.0853 0.7604 -1.4100
H -1.8261 -1.0355 -1.0094
H 2.1945 -1.4063 1.0362
H 0.5376 1.8818 0.6491
H 0.6295 1.9377 -1.1168
H -0.8935 2.3243 -0.3114
H -1.3091 -1.4857 1.2967
H -0.0311 -2.5571 1.1369
*
```

Output
Highest occupied orbital energy: -12.7300 eV
Total energy: -15350.3530 eV

=====

Entry from the OMol25 dataset: 2 unconnected molecules or ions with the total composition C4H8INOS at a distorted geometry (ωB97M-V/def2-TZVPD).

The geometry in ORCA input format:
```
! wB97M-V def2-TZVPD RIJCOSX def2/J DEFGRID3
* xyz 0 1
C -0.3407 -1.7852 -2.3705
C 1.1315 0.0238 0.2716
C -0.9741 0.5279 1.6908
C -0.0534 1.0000 0.5184
N 0.8619 -1.8700 -2.4655
O 0.3340 2.3728 0.6886
S -1.1044 0.7910 -1.0190
I -1.8096 -3.2443 -2.4052
H 1.9876 0.5040 -0.1552
H 0.8434 -0.8461 -0.4234
H 1.6051 -0.4768 1.1341
H -0.4272 0.6193 2.5433
H -1.3407 -0.4980 1.6780
H -1.7771 1.1363 2.0116
H 1.4669 -1.1436 -2.4027
H -0.4031 2.8888 0.7049
*
```

Output
Highest occupied orbital energy (alpha / beta): -9.0534 / -8.1631 eV
Total energy: -26746.8323 eV

=====

Entry from the OMol25 dataset: 2 unconnected molecules or ions with the total composition C4H8IP (ωB97M-V/def2-TZVPD).

The geometry in ORCA input format:
```
! wB97M-V def2-TZVPD RIJCOSX def2/J DEFGRID3
* xyz 0 1
C 1.0350 0.0045 0.0721
C -1.5138 -2.2477 -0.1516
C 0.8206 1.1954 0.6054
C -2.3049 -1.3983 -0.7684
P 0.5858 2.6867 -0.4275
I -2.9311 0.4236 0.0756
H 1.0867 -0.1268 -0.9977
H 1.1705 -0.8820 0.6701
H -1.2350 -3.1756 -0.6246
H -1.1181 -2.0573 0.8312
H 0.7476 1.3193 1.6777
H -2.7134 -1.5689 -1.7495
H 1.9339 3.0594 -0.4092
H 0.2967 3.5464 0.6357
*
```

Output
Highest occupied orbital energy: -9.1005 eV
Total energy: -21664.8225 eV